Entry 1:
DFT (ωB97M-V/def2-TZVPD) results for an isolated molecule of C6H8S2.

Cartesian coordinates (Å):
C 0.890 1.449 -1.228
C -0.248 0.878 -0.545
C -0.332 -0.018 0.462
C -0.703 0.592 1.725
S -1.751 -1.324 -0.097
C -0.093 -1.961 -0.746
C 0.736 -1.054 0.148
S 2.397 -1.122 0.456
H 2.033 1.136 -0.854
H 0.802 2.280 -1.889
H -1.395 0.923 -0.919
H -1.695 1.172 1.403
H -0.040 1.352 2.155
H -0.807 0.001 2.584
H -0.012 -1.366 -1.688
H 0.217 -2.937 -0.965

LUMO level in eV: -0.44
Structure (SMILES): C=C[C@@]1(C)SCC1=S
Strongest force on any atom in eV/Å: 10.2
E_tot in eV: -28017.578
Relative energy (zero: lowest compared OMol25 entry of this formula, charge and spin) in kJ/mol: 430.7
Orbital gap in eV: 8.32

---

Entry 2:
DFT (ωB97M-V/def2-TZVPD) results for a structure of composition C3H2CaLiO3.

Cartesian coordinates (Å):
H -1.719 -3.663 0.523
O -1.054 1.128 0.063
C 0.088 0.422 -0.053
C -2.196 0.484 0.069
O 1.165 1.008 0.141
O 0.044 -0.824 -0.261
C -3.267 -0.065 0.129
Ca 2.293 -0.802 -0.035
H -4.223 -0.539 0.268
Li -1.483 -2.052 -0.106

LUMO level in eV: -6.17
Strongest force on any atom in eV/Å: 1.7
E_tot in eV: -27920.744
Charge: +1
Relative energy (zero: lowest compared OMol25 entry of this formula, charge and spin) in kJ/mol: 0.0
Orbital gap in eV: 3.69

---

Entry 3:
DFT (ωB97M-V/def2-TZVPD) results for an isolated molecule of C28H23N4O7P.

Cartesian coordinates (Å):
N -1.443 6.304 -4.299
C -1.272 5.452 -3.526
C -1.100 4.371 -2.603
C -2.094 3.538 -2.076
C -1.841 2.617 -1.027
N -3.003 2.137 -0.348
O -4.110 2.224 -0.942
O -2.944 1.696 0.828
C -0.510 2.377 -0.372
C 0.407 3.411 -0.900
N 1.402 4.007 -0.131
O 2.041 3.717 0.865
O 1.871 5.116 -0.999
N 1.022 5.321 -2.049
C 0.150 4.279 -1.975
H -3.074 3.693 -2.527
H -0.479 2.501 0.755
C -3.659 -3.510 -4.010
O -3.522 -3.648 -2.581
C -2.862 -2.648 -1.937
C -2.519 -2.815 -0.573
C -1.744 -1.860 0.065
C -1.266 -0.708 -0.603
P -0.084 0.448 0.202
C -0.023 -0.168 1.979
C 1.023 -1.010 2.435
C 0.990 -1.649 3.659
C -0.105 -1.478 4.533
O -0.141 -2.198 5.683
C -1.341 -2.148 6.465
C -1.127 -0.601 4.137
C -1.080 0.037 2.901
C 1.570 -0.030 -0.436
C 2.734 0.636 0.005
C 4.004 0.194 -0.348
C 4.159 -0.992 -1.091
O 5.378 -1.542 -1.340
C 6.502 -0.888 -0.722
C 3.006 -1.670 -1.544
C 1.743 -1.191 -1.223
C -1.645 -0.542 -1.954
C -2.441 -1.480 -2.604
H -4.113 -4.445 -4.335
H -4.313 -2.663 -4.254
H -2.681 -3.375 -4.493
H -2.836 -3.713 -0.057
H -1.472 -2.018 1.109
H 1.885 -1.204 1.791
H 1.783 -2.324 3.965
H -1.177 -2.860 7.272
H -1.481 -1.142 6.874
H -2.208 -2.451 5.866
H -1.987 -0.447 4.785
H -1.909 0.687 2.629
H 2.669 1.501 0.667
H 4.882 0.737 -0.006
H 7.363 -1.496 -0.995
H 6.616 0.133 -1.112
H 6.387 -0.857 0.372
H 3.133 -2.582 -2.113
H 0.870 -1.756 -1.544
H -1.292 0.315 -2.534
H -2.690 -1.337 -3.656

LUMO level in eV: -0.70
Strongest force on any atom in eV/Å: 3.4
E_tot in eV: -58980.161
Relative energy (zero: lowest compared OMol25 entry of this formula, charge and spin) in kJ/mol: 124.7
Orbital gap in eV: 6.63

---

Q: What is the formula in the first record?
A: C6H8S2

---

Q: Among the records above, which one has the lowest LUMO level?
A: C3H2CaLiO3